Entry 1:
{
  "formula": "C28H24CuN6O6P",
  "method": "ωB97M-V/def2-TZVPD",
  "homo_ev": [-8.7, -8.7],
  "de_lowest_ev": 0.000,
  "charge": 0,
  "lumo_energy_ev": [-0.50, -0.93],
  "energy_ev": -104575.2408,
  "elements": ["Cu", "N", "P", "C", "C", "C", "C", "C", "C", "C", "C", "C", "C", "C", "C", "C", "C", "C", "C", "C", "N", "H", "H", "H", "H", "H", "H", "H", "H", "H", "H", "H", "H", "H", "H", "H", "O", "C", "O", "C", "C", "C", "C", "C", "C", "N", "O", "O", "H", "H", "H", "H", "N", "C", "C", "N", "C", "C", "N", "H", "H", "H", "H", "H", "O", "O"],
  "positions_angstrom": [[-0.0287, 0.5687, -0.4305], [2.4492, -1.1287, 0.6627], [1.2790, -0.7230, 1.8874], [2.4693, -0.4161, 3.2385], [3.2574, -1.4177, 3.8034], [4.1701, -1.1145, 4.7983], [4.2949, 0.1940, 5.2512], [3.5067, 1.1944, 4.7058], [2.5965, 0.8887, 3.7026], [0.6487, -2.3665, 2.3440], [0.7661, -3.4901, 1.5383], [0.2167, -4.6997, 1.9423], [-0.4557, -4.7902, 3.1496], [-0.5939, -3.6635, 3.9513], [-0.0502, -2.4574, 3.5473], [2.6030, -0.7190, -0.6279], [3.7538, -1.1373, -1.3315], [3.9647, -0.7012, -2.6099], [3.0372, 0.1585, -3.2092], [1.9351, 0.5079, -2.4771], [1.7054, 0.0735, -1.2215], [3.2141, -1.7149, 0.9709], [3.1382, -2.4476, 3.4833], [4.7770, -1.8982, 5.2325], [5.0019, 0.4291, 6.0353], [3.5961, 2.2122, 5.0609], [1.9830, 1.6711, 3.2723], [1.2435, -3.4166, 0.5707], [0.2988, -5.5655, 1.2997], [-0.8878, -5.7322, 3.4598], [-1.1315, -3.7256, 4.8883], [-0.1639, -1.5827, 4.1787], [4.4599, -1.7914, -0.8387], [4.8485, -1.0183, -3.1478], [3.1656, 0.5340, -4.2123], [1.1652, 1.1538, -2.8788], [-1.5126, -3.1760, -0.7628], [-1.5922, -1.9951, -0.4738], [-0.5692, -1.2527, -0.2006], [-2.9507, -1.3310, -0.4417], [-3.9119, -1.7488, -1.3551], [-5.1262, -1.0929, -1.4425], [-5.3548, -0.0336, -0.5854], [-4.4495, 0.3661, 0.3824], [-3.2377, -0.3036, 0.4497], [-6.6032, 0.7332, -0.7442], [-6.6212, 1.8682, -0.3038], [-7.5033, 0.2239, -1.3795], [-3.6795, -2.5739, -2.0135], [-5.8747, -1.3718, -2.1700], [-4.6819, 1.1893, 1.0407], [-2.5036, -0.0124, 1.1870], [-4.5674, 1.9545, -3.4004], [-3.4683, 1.1467, -3.4189], [-2.3858, 1.3860, -2.5466], [-1.3338, 0.5984, -2.5368], [-1.3102, -0.4338, -3.3916], [-2.3546, -0.6308, -4.2694], [-3.4362, 0.1495, -4.2922], [-4.7382, 2.5413, -2.6028], [-5.3662, 1.6464, -3.9280], [-2.3995, 2.2065, -1.8397], [-0.4617, -1.1029, -3.3524], [-2.3341, -1.4540, -4.9727], [-1.0674, 1.9081, 0.2853], [0.0550, 2.3664, -0.2336]],
  "forces_ev_per_angstrom": [[0.082, -1.484, -0.429], [0.052, -0.245, 0.180], [0.087, 0.240, -0.452], [-0.078, -0.014, 0.083], [-0.022, -0.090, 0.010], [0.036, 0.032, 0.047], [-0.002, -0.010, -0.008], [0.015, -0.001, 0.003], [0.044, 0.049, -0.028], [0.024, 0.016, 0.093], [-0.014, -0.011, -0.078], [0.008, 0.028, 0.025], [-0.015, 0.007, 0.007], [-0.038, -0.057, 0.003], [0.044, 0.000, 0.046], [0.048, 0.001, -0.035], [-0.031, 0.031, 0.015], [-0.031, 0.034, -0.042], [-0.021, -0.041, 0.063], [-0.040, 0.025, -0.040], [0.176, 0.010, 0.042], [-0.063, 0.003, 0.011], [-0.012, 0.010, -0.019], [0.005, -0.010, 0.004], [0.018, 0.003, 0.017], [0.003, 0.017, 0.010], [-0.033, 0.006, -0.010], [0.009, 0.013, -0.003], [-0.001, -0.005, -0.024], [-0.007, -0.014, 0.011], [-0.006, -0.001, 0.013], [0.015, 0.021, 0.007], [0.014, -0.015, 0.003], [0.004, 0.000, -0.007], [0.016, 0.004, -0.021], [0.030, 0.007, -0.017], [-0.081, -0.078, -0.060], [0.136, -0.050, -0.014], [-0.014, 0.046, 0.065], [0.025, -0.006, 0.018], [0.044, 0.024, -0.032], [0.012, -0.070, -0.001], [-0.172, 0.095, 0.165], [0.082, -0.111, -0.110], [-0.031, 0.091, -0.016], [0.299, 0.094, -0.417], [-0.113, -0.036, 0.157], [-0.111, -0.007, 0.133], [0.018, -0.021, -0.005], [0.012, 0.013, 0.018], [-0.023, 0.010, 0.009], [0.071, 0.031, 0.006], [-0.009, 0.043, -0.083], [-0.013, 0.080, 0.101], [-0.010, -0.058, -0.002], [0.105, -0.038, 0.099], [-0.067, 0.054, -0.030], [-0.023, 0.010, 0.006], [0.038, -0.072, -0.006], [-0.015, -0.018, 0.016], [-0.016, -0.011, 0.023], [-0.024, 0.028, 0.013], [0.042, -0.010, 0.010], [-0.006, -0.014, -0.023], [-0.455, 0.616, 0.311], [-0.016, 0.805, 0.172]]
}



Entry 2:
{
  "formula": "C28H24EuF6N4O3S",
  "method": "ωB97M-V/def2-TZVPD",
  "homo_ev": [-4.0, -7.0],
  "charge": 0,
  "lumo_energy_ev": [-1.68, -1.70],
  "multiplicity": 8,
  "s2": 15.799,
  "energy_ev": -87992.4368,
  "elements": ["Eu", "S", "C", "C", "C", "C", "C", "C", "C", "C", "C", "N", "H", "H", "H", "H", "H", "H", "F", "C", "C", "C", "C", "O", "C", "C", "N", "C", "C", "C", "C", "C", "C", "N", "C", "C", "N", "C", "C", "C", "O", "O", "H", "H", "H", "H", "H", "H", "H", "H", "H", "H", "H", "H", "H", "H", "H", "H", "H", "H", "F", "C", "F", "C", "F", "F", "F"],
  "positions_angstrom": [[3.8460, -0.6145, 0.0783], [8.0868, -0.4416, 2.1654], [8.4342, 0.0155, 0.5351], [7.3147, -0.0070, -0.2530], [6.1288, -0.3758, 0.4451], [6.3941, -0.6034, 1.7683], [5.4422, -0.8416, 2.8713], [5.7905, -1.0601, 4.1945], [4.8474, -1.1963, 5.1564], [3.5088, -1.1440, 4.8127], [3.1947, -0.9375, 3.4844], [4.1514, -0.8112, 2.5321], [9.4196, 0.2801, 0.2302], [7.3230, 0.2338, -1.3106], [6.8161, -1.1372, 4.4897], [5.1219, -1.3304, 6.2008], [2.7229, -1.2012, 5.5585], [2.1703, -0.8801, 3.1758], [-3.3144, -2.2409, -0.5164], [-2.7420, -1.0220, -0.5178], [-1.4075, -0.9256, -0.4070], [-0.7584, 0.3072, -0.6169], [0.6223, 0.4452, -0.4061], [1.3420, -0.4236, 0.1976], [1.2353, 1.5355, -1.0197], [0.5087, 2.6447, -1.2464], [-0.8643, 2.6763, -1.0817], [-1.4446, 4.0256, -1.0531], [-2.7796, 4.4484, -0.4884], [-2.5790, 4.4508, -1.9464], [-1.5263, 1.4775, -0.8995], [-2.9359, 1.3578, -0.8827], [-3.5904, 0.1197, -0.7404], [-4.9836, 0.0427, -0.8913], [-5.7104, -0.6740, 0.2254], [-7.2023, -0.4147, 0.0834], [-7.6431, -0.9569, -1.2265], [-6.8854, -0.4875, -2.3782], [-5.3787, -0.5637, -2.1542], [2.7071, 1.4590, -0.9636], [3.1797, 1.7696, 0.1308], [3.2630, 0.7594, -1.8539], [-0.8104, -1.8300, -0.3371], [0.9478, 3.5712, -1.6224], [-0.7109, 4.7835, -0.9445], [-2.8812, 5.3803, 0.0193], [-3.4485, 3.7506, -0.0096], [-2.5232, 5.4013, -2.4623], [-3.0073, 3.6706, -2.5734], [-3.5779, 2.1550, -1.1849], [-5.3553, -0.2765, 1.1579], [-5.6434, -1.7520, 0.2796], [-7.4232, 0.5962, 0.1937], [-7.7714, -0.9199, 0.8447], [-8.7277, -0.7302, -1.4006], [-7.7007, -2.0149, -1.1736], [-7.2132, 0.5320, -2.6153], [-7.2758, -1.1276, -3.1914], [-4.8336, -0.0060, -2.9359], [-5.0568, -1.6271, -2.2291], [3.0904, -3.4178, 0.3399], [4.1222, -3.0038, -0.5244], [3.3444, -2.7691, -1.6998], [4.9653, -4.2321, -0.7771], [5.9747, -4.0032, -1.6304], [4.1811, -5.1569, -1.3151], [5.5087, -4.7317, 0.3100]],
  "forces_ev_per_angstrom": [[-1.978, -0.278, -0.812], [0.217, 0.344, -0.591], [-0.753, -0.255, 0.165], [0.360, -0.166, 0.472], [0.418, 0.277, 0.106], [0.541, -0.073, 0.739], [0.010, -0.047, -0.890], [1.090, -0.061, 0.011], [-0.663, -0.143, 0.938], [-0.607, 0.330, -0.171], [1.023, -0.198, -0.027], [-1.240, 0.099, 0.459], [0.571, 0.042, -0.020], [0.116, 0.007, 0.114], [0.514, 0.101, -0.098], [0.087, -0.045, -0.226], [0.100, -0.083, -0.136], [-0.333, 0.040, -0.393], [-0.554, -0.740, 0.212], [-1.403, 1.816, -0.598], [0.506, -0.883, -0.155], [0.136, 1.082, 0.507], [-0.447, -1.576, 0.081], [0.780, -0.942, 0.261], [-0.460, 2.633, -0.299], [0.418, 0.451, -0.685], [-0.098, 0.986, 0.179], [-0.833, -0.565, -0.307], [-0.441, -0.820, 0.936], [0.001, -0.247, -1.354], [-1.747, -0.516, 0.379], [1.017, 0.187, -0.682], [2.145, -1.459, 0.765], [-2.104, -1.470, 1.008], [-0.113, 1.172, -1.048], [0.796, -1.210, 0.574], [-4.348, -0.882, 0.540], [0.068, 0.261, -1.753], [0.505, -0.389, -0.489], [-1.367, -0.331, -1.174], [1.662, 0.342, 1.137], [0.891, -0.151, 0.278], [-0.009, 0.175, 0.224], [-0.098, -0.293, 0.209], [0.813, 0.175, 0.183], [0.488, 0.701, 0.155], [0.137, -0.358, -0.244], [0.171, 0.006, 0.058], [-0.080, 0.095, 0.316], [-0.134, 0.491, 0.055], [0.112, 0.207, 0.431], [0.848, -0.615, -0.344], [-0.433, 1.882, -0.496], [-0.166, -0.437, 0.336], [2.931, -0.320, 0.544], [0.744, 1.360, -0.062], [0.134, -0.118, 0.370], [0.724, 0.348, -0.008], [-0.517, -0.322, 0.080], [-0.072, 0.353, 0.083], [0.138, -0.262, 0.546], [-0.324, 0.873, 0.213], [0.677, 0.009, -0.105], [-0.531, 0.662, -0.840], [-0.004, 0.297, -0.299], [-0.250, -1.327, -0.526], [0.218, -0.226, 1.165]]
}